DFT (ωB97M-V/def2-TZVPD) results for C41H27Br4ClN2O4PSn as an isolated structure.

CARTESIAN COORDINATES (ANGSTROEM)
Sn 0.3301 0.1626 -0.1362
C -0.6553 -1.2644 -3.5195
O 0.6142 -0.8639 -2.9876
C 1.6620 -0.7835 -3.8466
C 1.6915 -1.4210 -5.0791
C 2.7947 -1.2918 -5.9095
C 3.8725 -0.4943 -5.5399
C 3.8432 0.1579 -4.3259
C 2.7607 -0.0021 -3.4543
N 2.7212 0.5727 -2.1819
N 3.6612 1.3053 -1.8261
C 3.6185 2.2809 -0.9341
C 2.3173 2.8077 -0.4849
O 1.2590 2.3099 -0.9125
C 2.3377 3.8615 0.5030
C 3.4985 4.2928 1.0292
C 4.7904 3.7698 0.6286
C 5.9693 4.2284 1.2258
C 7.1960 3.7481 0.8198
C 7.2649 2.8071 -0.2080
C 6.1129 2.3349 -0.8017
C 4.8609 2.7921 -0.3779
H -0.6354 -2.2952 -3.8731
H -0.9541 -0.5967 -4.3283
H -1.3636 -1.1789 -2.7002
H 0.8593 -2.0340 -5.3937
H 2.8086 -1.8185 -6.8562
H 4.7260 -0.3841 -6.1966
H 4.6667 0.7839 -4.0091
H 1.3800 4.2539 0.8246
H 3.4850 5.0711 1.7864
H 5.8983 4.9649 2.0193
H 8.1036 4.1033 1.2911
H 8.2289 2.4422 -0.5386
H 6.1669 1.6104 -1.6036
Cl 1.4447 -1.6367 2.6469
C 0.3487 -2.9509 2.9853
C 0.8103 -3.9529 3.8231
C -0.0272 -5.0070 4.1460
C -1.3215 -5.0439 3.6514
C -1.7721 -4.0351 2.8159
C -0.9455 -2.9696 2.4538
P -1.5343 -1.7248 1.2334
C -2.5671 -0.6161 2.2135
C -2.6237 -0.6293 3.5443
C -3.4116 0.3595 4.2983
C -4.0097 1.3833 3.7035
C -3.8914 1.6150 2.2301
C -3.1721 0.5046 1.4179
C -2.7159 -2.7250 0.2669
C -4.0985 -2.6664 0.4132
C -4.9163 -3.4570 -0.3876
C -4.3597 -4.3198 -1.3199
C -2.9782 -4.4002 -1.4561
C -2.1615 -3.5954 -0.6769
H 1.8187 -3.9036 4.2148
H 0.3333 -5.7971 4.7930
H -1.9818 -5.8627 3.9118
H -2.7830 -4.0707 2.4278
H -2.1153 -1.4074 4.1030
H -3.5078 0.2199 5.3687
H -4.5901 2.0983 4.2760
H -4.8653 1.8853 1.8228
H -3.7373 0.1320 0.5611
H -4.5403 -2.0203 1.1640
H -5.9932 -3.4002 -0.2748
H -5.0027 -4.9346 -1.9384
H -2.5417 -5.0871 -2.1710
H -1.0818 -3.6462 -0.7809
Br -4.4592 4.9792 1.9597
C -3.4213 3.7860 0.9726
C -3.3238 3.8861 -0.4012
Br -4.1231 5.3252 -1.3010
C -2.6536 2.8964 -1.1652
Br -2.3682 3.0921 -2.9982
C -2.1204 1.7172 -0.5644
O -1.5951 0.8002 -1.2260
C -2.0581 1.5607 0.9382
O -0.7682 1.3050 1.2888
C -2.8186 2.6725 1.7544
Br -1.6910 3.4084 3.1586

Computed properties:
Energy relative to the best compared isomer or geometry (same formula, charge and spin) in eV: 2.405
Total charge: +1
Frontier orbital gap (alpha / beta) in eV: 5.26 / 6.05
Highest occupied orbital energy (alpha / beta) in eV: -10.05 / -10.35
Electronic energy in eV: -361929.3584

Here are the Mulliken charges for atoms 1 to 6, given in e: 0.95, -0.71, 0.24, 0.32, -0.78, -0.62